Computed, not measured: a molecular structure, C36H28BClN13O6Pb, with ωB97M-V with the def2-TZVPD basis set.

Atoms and positions in Å:
Pb -0.535 -1.647 0.087
O 3.116 2.021 3.648
C 2.020 2.609 3.152
C 1.441 3.565 3.988
C 0.309 4.245 3.609
C -0.306 4.006 2.371
C 0.241 3.083 1.534
C 1.414 2.361 1.894
C 1.835 1.454 0.881
O 1.429 1.141 -0.189
N 3.249 0.651 1.291
N 3.779 0.227 0.347
C 4.292 -0.232 -0.701
C 3.965 -1.566 -1.206
C 4.805 -2.141 -2.145
C 4.494 -3.417 -2.595
C 3.365 -4.036 -2.095
C 2.585 -3.358 -1.159
N 2.868 -2.144 -0.711
H 3.422 1.284 3.110
H 1.915 3.747 4.943
H -0.115 4.976 4.285
H -1.205 4.536 2.094
H -0.206 2.876 0.570
H 5.037 0.406 -1.167
H 5.679 -1.615 -2.505
H 5.127 -3.914 -3.318
H 3.086 -5.031 -2.411
H 1.696 -3.830 -0.754
C 1.096 -0.424 4.237
C 1.230 -1.023 2.987
N 0.132 -0.818 2.256
N -0.725 -0.112 3.017
C -0.163 0.144 4.212
B -2.204 0.176 2.592
N -2.206 0.973 1.268
C -2.903 2.060 0.905
C -2.713 2.278 -0.445
C -1.877 1.245 -0.849
N -1.574 0.462 0.187
N -2.935 -1.169 2.305
C -4.206 -1.518 2.573
C -4.481 -2.722 1.958
C -3.306 -3.042 1.283
N -2.382 -2.106 1.491
N -2.871 0.919 3.720
C -3.310 0.401 4.904
C -3.506 1.439 5.772
C -3.136 2.581 5.035
N -2.742 2.269 3.815
H 1.801 -0.412 5.050
H 2.045 -1.612 2.591
H -0.696 0.701 4.966
H -3.467 2.608 1.639
H -3.133 3.066 -1.045
H -1.486 1.014 -1.828
H -4.836 -0.890 3.180
H -5.399 -3.280 1.991
H -3.093 -3.889 0.652
H -3.431 -0.660 5.046
H -3.872 1.387 6.783
H -3.155 3.615 5.345
O -3.992 -2.015 -5.693
C -2.866 -1.754 -6.059
O -2.626 -1.702 -7.348
C -1.770 -1.393 -5.155
C -0.533 -0.889 -5.485
Cl 0.082 -0.488 -7.009
N 0.151 -0.710 -4.334
N -0.586 -1.057 -3.265
C -1.748 -1.480 -3.738
C -2.761 -1.952 -2.732
O -3.956 -2.276 -3.130
O -2.468 -2.036 -1.553
C 1.461 -0.144 -4.180
C 2.528 -0.685 -4.880
C 3.768 -0.071 -4.791
C 3.935 1.057 -3.997
C 2.862 1.563 -3.274
C 1.614 0.966 -3.367
H -4.028 -2.206 -4.128
H 2.391 -1.559 -5.503
H 4.600 -0.464 -5.361
H 4.896 1.555 -3.964
H 2.982 2.451 -2.666
H 0.765 1.369 -2.830

Atomic forces in eV per Å
Pb -0.145 0.079 -0.003
O -0.023 0.061 0.015
C 0.026 -0.027 0.018
C -0.005 0.004 0.004
C -0.002 0.003 0.007
C 0.002 -0.006 0.005
C 0.004 0.011 -0.014
C 0.000 -0.014 -0.029
C -0.206 -0.157 -0.282
O 0.248 0.126 0.369
N -0.275 0.270 0.333
N 0.133 -0.175 -0.111
C 0.168 0.135 -0.181
C -0.032 -0.073 -0.101
C 0.015 -0.011 -0.034
C 0.013 -0.004 -0.010
C -0.011 0.004 0.007
C 0.012 -0.046 0.009
N -0.030 -0.064 0.056
H 0.002 -0.023 -0.022
H 0.002 -0.007 -0.004
H 0.004 -0.002 -0.002
H 0.001 0.002 -0.003
H 0.006 0.002 0.011
H 0.007 -0.042 -0.032
H -0.006 0.006 0.006
H -0.002 0.003 0.003
H -0.007 0.007 0.006
H 0.008 0.008 0.000
C 0.006 -0.010 0.028
C 0.013 0.009 -0.013
N 0.074 -0.046 0.026
N -0.027 -0.019 0.027
C -0.031 0.017 -0.011
B 0.016 -0.122 0.111
N -0.067 0.133 -0.038
C -0.047 -0.008 0.069
C -0.031 0.035 -0.058
C 0.080 -0.093 -0.047
N 0.007 -0.003 -0.201
N 0.045 0.046 -0.040
C 0.036 -0.054 0.001
C 0.029 0.016 -0.009
C -0.081 0.014 0.038
N 0.063 0.054 0.039
N -0.031 -0.066 0.018
C 0.005 -0.003 -0.032
C 0.008 0.019 0.022
C -0.020 0.007 -0.011
N 0.023 -0.007 0.058
H -0.007 -0.003 -0.004
H -0.010 0.006 -0.016
H 0.014 -0.003 0.000
H 0.005 -0.003 -0.010
H 0.005 -0.006 0.001
H 0.006 0.001 0.007
H 0.003 -0.009 -0.004
H 0.007 0.005 -0.004
H -0.005 0.007 -0.001
H -0.003 0.011 -0.003
H 0.006 0.004 -0.009
H -0.004 -0.007 0.003
O -0.370 -0.390 0.021
C 0.194 0.649 -0.209
O 0.109 -0.089 0.167
C -0.053 -0.262 0.019
C 0.183 0.000 -0.071
Cl -0.045 -0.015 0.021
N -0.046 0.018 -0.072
N -0.085 -0.065 0.027
C 0.123 0.091 0.136
C -0.209 -0.177 0.224
O 0.409 0.072 -0.349
O 0.163 0.143 0.003
C -0.007 0.050 0.026
C 0.022 -0.013 0.001
C 0.003 -0.023 -0.009
C -0.007 0.002 0.011
C 0.008 -0.003 -0.005
C -0.009 -0.018 0.004
H -0.356 0.029 0.086
H -0.013 0.002 0.007
H -0.005 0.005 0.008
H -0.003 0.000 0.001
H 0.001 0.004 -0.004
H -0.001 -0.002 0.000

Output
Expectation value of S²: 0.7544
Relative energy (zero: lowest compared OMol25 entry of this formula, charge and spin) in kJ/mol: 7.0
LUMO energy (alpha / beta) in eV: -6.94 / -7.68
HOMO (alpha / beta) in eV: -13.51 / -13.51
Net charge: +2
Electronic energy in eV: -87875.482
Multiplicity: 2
Frontier orbital gap (alpha / beta) in eV: 6.6 / 5.8